# 1
{
  "formula": "C32H42Cl22F8N2O3S2",
  "method": "ωB97M-V with the def2-TZVPD basis set",
  "elements": ["C", "C", "C", "C", "C", "C", "O", "C", "C", "F", "F", "C", "F", "F", "C", "F", "F", "C", "F", "F", "C", "C", "C", "C", "C", "O", "C", "C", "O", "C", "N", "S", "N", "C", "C", "S", "H", "H", "H", "H", "H", "H", "H", "H", "H", "H", "H", "H", "H", "H", "H", "H", "H", "H", "H", "H", "C", "Cl", "Cl", "H", "H", "C", "Cl", "Cl", "H", "H", "C", "Cl", "Cl", "H", "H", "C", "Cl", "Cl", "H", "H", "C", "Cl", "Cl", "H", "H", "C", "Cl", "Cl", "H", "H", "C", "Cl", "Cl", "H", "H", "C", "Cl", "Cl", "H", "H", "C", "Cl", "Cl", "H", "H", "C", "Cl", "Cl", "H", "H", "C", "Cl", "Cl", "H", "H"],
  "coordinates": [[-3.00918, 4.85727, -0.09763], [-3.70351, 3.93870, -0.46624], [-4.43512, 2.72483, -0.56010], [-3.72364, 1.47692, -0.53985], [-2.22544, 1.59073, -0.46555], [-1.76356, 2.14431, -1.85131], [-0.86374, 3.24266, -1.76612], [0.14635, 3.12909, -2.72502], [1.41773, 3.86536, -2.24447], [2.02973, 4.33402, -3.33641], [1.02849, 4.94534, -1.55127], [2.40513, 2.99676, -1.41588], [3.43090, 2.70776, -2.23414], [1.88854, 1.82090, -1.07554], [3.04613, 3.70153, -0.19774], [3.55850, 4.85431, -0.59958], [4.05033, 2.91285, 0.20408], [2.15209, 3.95059, 1.04794], [2.13484, 5.28359, 1.26541], [0.89667, 3.54987, 0.91198], [-4.37628, 0.32327, -0.61229], [-3.60120, -0.97820, -0.57028], [-4.34306, -2.18310, 0.05190], [-3.57998, -2.91886, 1.19775], [-2.07747, -3.21788, 0.95975], [-1.24493, -2.18863, 1.53504], [-1.28979, -2.27064, 2.89051], [-2.15108, -1.23577, 3.66641], [-0.69123, -3.12594, 3.47075], [-5.77158, 0.42074, -0.74388], [-6.58909, -0.58684, -0.87514], [-8.08219, -0.04144, -0.94465], [-7.78385, 1.54106, -0.84906], [-6.51202, 1.65375, -0.75451], [-5.74799, 2.82650, -0.64776], [-6.63251, 4.34295, -0.66686], [-2.35117, 5.59976, 0.26196], [-1.70223, 0.65445, -0.32653], [-1.90200, 2.32830, 0.26197], [-2.65585, 2.51660, -2.36316], [-1.38163, 1.33928, -2.48199], [-0.13509, 3.63114, -3.65598], [0.38485, 2.09550, -2.97964], [2.63017, 3.49738, 1.91490], [-2.71627, -0.78601, 0.02584], [-3.25201, -1.16107, -1.58705], [-5.33829, -1.96051, 0.41417], [-4.48164, -2.92264, -0.74974], [-3.77744, -2.37808, 2.11907], [-4.06822, -3.88843, 1.30991], [-1.81914, -3.40650, -0.08950], [-1.83639, -4.12283, 1.52199], [-2.91837, -0.87212, 2.97658], [-1.60882, -0.37716, 4.00921], [-2.70917, -1.71894, 4.45257], [-5.76845, 5.27003, -0.22066], [0.48473, -3.69755, -1.91945], [-0.30189, -5.08955, -2.67024], [-0.37886, -2.20276, -2.29830], [0.49613, -3.83417, -0.84348], [1.49921, -3.62455, -2.29273], [0.59022, -6.92465, -6.05414], [2.15167, -6.09884, -6.13206], [-0.33519, -6.69325, -7.54219], [0.76059, -7.98476, -5.90862], [0.02293, -6.52284, -5.22170], [5.42374, -5.23323, -8.10882], [5.48719, -4.85704, -6.38019], [5.78521, -3.81698, -9.09879], [6.15269, -6.00545, -8.32393], [4.42744, -5.58416, -8.35282], [9.18255, -2.58950, -9.65268], [9.91778, -1.38436, -10.71738], [9.89610, -4.18871, -9.90114], [9.34054, -2.29094, -8.62327], [8.12122, -2.64242, -9.86363], [-4.64242, -5.63199, -3.06010], [-3.64146, -5.70255, -1.61501], [-4.91993, -3.95038, -3.54001], [-4.14270, -6.15473, -3.86724], [-5.59550, -6.10226, -2.84904], [0.23197, -0.96428, 7.18103], [-0.57298, -1.54210, 5.71151], [-0.80312, -1.20226, 8.58688], [1.15224, -1.52146, 7.32908], [0.45114, 0.09253, 7.07390], [0.84260, -4.60136, 7.49725], [0.72387, -3.74485, 9.03967], [2.46967, -4.48541, 6.81334], [0.60376, -5.64596, 7.65726], [0.13953, -4.15959, 6.79794], [2.41443, 7.36342, 3.80297], [1.07434, 8.17498, 4.61844], [3.33051, 6.34527, 4.92590], [2.01792, 6.74133, 3.00924], [3.07886, 8.11276, 3.38939], [-1.96911, 2.28444, 10.06860], [-0.90467, 2.21987, 8.65852], [-3.58389, 1.67392, 9.69147], [-1.54006, 1.67543, 10.85552], [-2.05206, 3.31232, 10.39522], [5.19829, -1.14409, -6.35794], [6.90183, -1.23472, -6.82546], [4.12242, -1.20967, -7.75870], [4.97090, -1.97904, -5.70580], [5.03381, -0.20793, -5.83791], [4.09126, 8.16077, 7.85356], [2.74924, 8.96638, 8.67671], [5.02634, 7.15021, 8.96660], [3.69080, 7.53474, 7.06112], [4.74831, 8.91543, 7.43749]],
  "forces_ev_per_angstrom": [[-0.65, -0.91, -0.47], [1.32, 0.88, 1.15], [1.79, 0.49, -0.27], [1.21, 1.17, 0.69], [0.54, 0.62, -1.34], [-1.10, 0.29, 0.09], [0.61, -1.14, 0.17], [0.45, 0.55, -0.17], [-1.63, -0.48, -0.32], [0.76, 0.04, -0.52], [0.03, 0.46, 0.81], [0.63, 0.74, -0.57], [0.60, -0.11, -0.39], [-0.74, -0.46, 0.63], [-0.99, -0.46, 0.15], [0.46, 0.61, -0.50], [0.59, -0.46, 0.31], [0.85, 0.55, 0.29], [-0.19, 0.46, 0.19], [-0.64, -0.52, -0.26], [0.62, -1.29, 0.13], [-0.75, 0.12, 0.54], [0.87, -1.09, -0.37], [-0.29, 0.02, -1.30], [-0.78, -0.40, 0.86], [-0.32, 0.58, -0.61], [-0.18, 0.66, 1.28], [-1.10, -0.25, -2.73], [0.09, -0.52, -0.15], [-0.90, 0.21, -0.19], [-0.68, -1.64, -0.14], [-0.53, 0.05, -0.17], [-2.31, -0.31, -0.20], [2.63, -0.10, 0.34], [-1.99, 1.73, 0.01], [-1.08, 0.21, -0.15], [0.17, 0.40, -0.09], [-0.07, -0.02, 0.40], [-0.07, -0.07, 0.28], [0.03, -0.01, -0.16], [0.26, -0.02, 0.13], [-0.02, 0.08, -0.03], [0.09, -0.06, 0.12], [-0.14, -0.31, 0.07], [0.09, -0.14, 0.00], [-0.03, -0.42, -0.04], [0.03, 0.24, 0.00], [-0.14, 0.16, 0.19], [0.39, -0.14, 0.13], [-0.07, -0.05, 0.06], [-0.06, 0.55, 0.22], [0.06, -0.18, -0.22], [0.21, 0.18, -0.07], [0.22, 0.19, -0.02], [0.24, -0.17, 0.36], [0.39, -0.58, -0.04], [0.13, 0.03, 0.04], [0.08, -0.10, 0.04], [0.04, 0.10, 0.03], [-0.13, 0.00, 0.00], [-0.04, 0.03, -0.11], [-0.05, -0.02, 0.04], [0.03, -0.02, 0.12], [-0.07, -0.05, 0.03], [0.07, 0.00, -0.11], [0.05, 0.12, -0.07], [-0.01, -0.10, -0.12], [-0.01, -0.05, 0.03], [-0.01, -0.23, -0.14], [0.09, 0.07, 0.07], [-0.05, 0.11, 0.06], [-0.06, 0.05, 0.00], [-0.04, 0.06, 0.04], [-0.08, -0.04, 0.07], [0.11, -0.02, -0.01], [0.08, -0.04, -0.08], [-0.13, 0.10, -0.13], [0.08, -0.20, 0.23], [-0.07, -0.08, -0.12], [0.10, 0.10, 0.00], [-0.03, 0.10, 0.06], [0.05, -0.06, 0.08], [1.26, -0.01, 1.70], [-0.37, 0.58, 0.01], [-0.06, -0.08, 0.00], [-0.13, 0.02, 0.01], [-0.11, -0.06, -0.03], [0.35, -0.67, 0.07], [-0.02, 0.00, -0.06], [0.10, -0.01, 0.06], [0.07, 0.09, 0.00], [-0.11, 0.08, -0.13], [0.01, 0.03, -0.03], [0.05, -0.19, -0.24], [-0.01, -0.04, 0.14], [0.04, 0.02, 0.11], [0.00, -0.11, 0.04], [0.07, 0.26, 0.00], [-0.01, 0.01, 0.06], [0.00, -0.10, -0.07], [-0.03, 0.08, -0.09], [-0.08, 0.02, 0.06], [0.03, 0.05, 0.08], [-0.11, 0.15, 0.14], [0.05, -0.09, -0.10], [0.04, 0.06, -0.09], [-0.04, -0.04, -0.08], [0.00, 0.03, -0.06], [0.02, -0.01, -0.08], [0.02, 0.10, 0.28], [0.02, 0.04, 0.10]],
  "total_charge": 0,
  "gap_ev": 7.76,
  "homo_ev": -8.4
}

***

# 2
{
  "formula": "C32H42Cl5N2NaO3Sb2Se",
  "method": "ωB97M-V with the def2-TZVPD basis set",
  "elements": ["Na", "C", "O", "C", "C", "O", "C", "C", "O", "C", "H", "H", "H", "H", "H", "H", "H", "H", "H", "H", "H", "H", "H", "H", "Cl", "C", "C", "C", "Cl", "C", "Cl", "C", "Cl", "C", "Cl", "C", "Sb", "C", "C", "C", "C", "C", "C", "C", "C", "C", "Sb", "C", "C", "H", "H", "H", "H", "H", "H", "H", "H", "H", "H", "H", "H", "H", "H", "H", "H", "H", "H", "H", "H", "C", "N", "C", "Se", "N", "C", "C", "C", "C", "C", "C", "H", "H", "H", "H", "H", "H", "H", "H"],
  "coordinates": [[0.24050, 0.66392, -0.08504], [3.04104, 2.20520, -0.93194], [2.41283, 0.97288, -0.63031], [3.28113, -0.13480, -0.65578], [2.43907, -1.39630, -0.62826], [1.43710, -1.36926, 0.37068], [1.93996, -1.46755, 1.69160], [0.76352, -1.72934, 2.59564], [-0.19006, -0.70695, 2.38697], [-0.88131, -0.32803, 3.55888], [3.88866, 2.38046, -0.26240], [2.29961, 2.98583, -0.77851], [3.38197, 2.21657, -1.97137], [3.97684, -0.08108, 0.19237], [3.87765, -0.14611, -1.57738], [3.09844, -2.25968, -0.47541], [1.91380, -1.51770, -1.57472], [2.42039, -0.52746, 1.98808], [2.67911, -2.27454, 1.75660], [1.10602, -1.74214, 3.63637], [0.32228, -2.70943, 2.37389], [-1.48814, -1.15461, 3.94716], [-1.53183, 0.50249, 3.29287], [-0.18477, 0.01336, 4.33077], [-0.43859, -0.31807, -2.72619], [-0.39300, 1.45474, -3.01264], [-0.56904, 2.29408, -1.94067], [-0.57764, 3.61957, -2.27753], [-0.93550, 4.84055, -0.99732], [-0.38088, 4.13827, -3.55501], [-0.38068, 5.83019, -3.89395], [-0.17306, 3.23019, -4.59518], [0.07438, 3.79264, -6.20440], [-0.19167, 1.86045, -4.32724], [0.02683, 0.73288, -5.61813], [-3.86470, 0.27656, -1.58404], [-2.83310, 0.68483, 0.24365], [-3.83303, 2.55597, 0.56991], [-4.12376, -0.46608, 1.60710], [-5.14115, -1.33692, 0.95737], [-6.34820, -0.77620, 0.53402], [-7.32096, -1.52591, -0.10277], [-7.10138, -2.87807, -0.32802], [-5.91361, -3.45055, 0.09353], [-4.92520, -2.70725, 0.74157], [-3.66055, -3.39199, 1.15638], [-2.05722, -3.06760, -0.26321], [-3.05998, -4.07036, -1.86959], [-0.89684, -4.76831, 0.35537], [-4.93909, 0.36533, -1.43434], [-3.62764, -0.71512, -1.96492], [-3.52522, 1.01536, -2.31056], [-4.90710, 2.44141, 0.42265], [-3.44482, 3.29489, -0.13015], [-3.64371, 2.90253, 1.58622], [-4.61886, 0.29860, 2.20939], [-3.46464, -1.02751, 2.26632], [-6.51640, 0.28191, 0.70567], [-8.24576, -1.05866, -0.41611], [-7.85075, -3.48580, -0.81832], [-5.74109, -4.50826, -0.07174], [-3.82229, -4.47026, 1.21026], [-3.30905, -3.06015, 2.13419], [-3.43142, -5.03802, -1.53056], [-2.36469, -4.22170, -2.69445], [-3.89696, -3.47003, -2.22301], [-1.40720, -5.68280, 0.05239], [-0.79361, -4.77633, 1.44089], [0.09756, -4.74612, -0.08667], [1.85556, 4.22269, 5.18261], [0.91422, 4.59311, 4.15110], [0.63043, 3.86818, 3.04580], [1.32515, 2.24874, 2.52936], [-0.29847, 4.55007, 2.34353], [-0.60971, 5.73727, 2.98231], [-1.47044, 6.77424, 2.66040], [-1.53203, 7.83330, 3.55326], [-0.76745, 7.85434, 4.72025], [0.09814, 6.81906, 5.03884], [0.16280, 5.76283, 4.14470], [2.27914, 3.25705, 4.91977], [1.34711, 4.15337, 6.14455], [2.65103, 4.96553, 5.24662], [-0.63326, 4.22700, 1.44073], [-2.06080, 6.75958, 1.75472], [-2.18894, 8.66540, 3.33859], [-0.84989, 8.69956, 5.39005], [0.69161, 6.83644, 5.94266]],
  "forces_ev_per_angstrom": [[-0.26, 0.12, 0.25], [0.02, 0.05, 0.05], [0.01, -0.07, -0.13], [0.10, 0.01, -0.07], [0.16, -0.07, 0.02], [0.07, -0.15, -0.11], [-0.08, 0.19, -0.03], [-0.07, -0.08, 0.08], [0.11, -0.05, 0.02], [-0.04, -0.05, -0.03], [0.00, 0.00, 0.00], [0.00, 0.01, -0.03], [0.01, 0.00, 0.00], [-0.02, -0.02, 0.00], [0.01, 0.03, 0.02], [-0.01, -0.02, -0.06], [-0.01, 0.05, 0.00], [0.04, -0.01, 0.00], [-0.05, -0.05, 0.05], [0.03, 0.04, 0.00], [-0.02, 0.03, -0.03], [0.01, 0.00, 0.01], [-0.02, 0.01, -0.01], [-0.01, -0.02, 0.00], [0.04, 0.21, 0.08], [0.06, -0.25, -0.19], [-0.04, -0.22, 0.25], [-0.17, 0.56, 0.18], [0.16, -0.26, -0.09], [0.04, -0.19, -0.09], [-0.01, 0.00, 0.05], [-0.03, -0.03, 0.03], [0.02, 0.02, -0.03], [-0.01, 0.08, -0.08], [0.01, 0.01, 0.02], [0.04, 0.05, -0.02], [-0.02, -0.07, 0.00], [-0.04, 0.00, 0.02], [-0.03, 0.14, 0.08], [-0.07, -0.04, -0.04], [0.01, 0.00, -0.01], [-0.01, -0.02, 0.00], [0.02, 0.00, 0.00], [0.00, 0.01, 0.01], [-0.01, 0.01, -0.06], [-0.07, -0.18, 0.08], [0.13, 0.31, -0.08], [-0.01, -0.09, 0.00], [-0.07, -0.13, 0.07], [0.00, 0.00, -0.03], [0.01, -0.03, 0.03], [-0.01, 0.00, -0.01], [0.00, 0.02, 0.00], [0.01, 0.00, -0.02], [-0.01, 0.01, 0.02], [0.02, 0.00, 0.02], [0.03, 0.03, -0.02], [-0.01, 0.00, 0.03], [0.00, -0.01, -0.01], [-0.01, 0.01, -0.01], [-0.01, -0.01, 0.01], [0.03, 0.00, 0.00], [0.01, 0.00, -0.01], [-0.01, 0.00, -0.02], [0.01, 0.01, -0.01], [0.00, 0.02, 0.01], [0.03, -0.02, 0.00], [0.01, 0.04, 0.01], [0.00, 0.03, -0.03], [0.04, 0.01, 0.03], [-0.02, 0.03, 0.03], [0.04, -0.36, -0.30], [0.06, 0.09, 0.07], [-0.04, -0.04, -0.10], [-0.04, 0.15, 0.04], [0.06, -0.06, 0.04], [-0.05, 0.03, -0.03], [0.01, 0.04, 0.03], [0.00, -0.07, -0.03], [-0.10, 0.07, -0.07], [0.00, 0.00, 0.00], [0.00, -0.01, 0.00], [0.00, 0.00, 0.00], [0.08, 0.11, 0.10], [-0.01, -0.01, -0.01], [0.00, 0.00, 0.00], [0.00, 0.00, 0.00], [0.01, 0.00, 0.00]],
  "total_charge": 0,
  "gap_ev": 7.40,
  "homo_ev": -7.3
}